1.
72
Properties=species:S:1:pos:R:3:forces:R:3:lowdin_charge:R:1 method="wB97M-V/def2-TZVPD" max_force_ev_per_a=5.17 charge=+1 homo_lumo_gap_ev=10.24
N 4.890045 3.175767 -0.105920 4.066 0.163 1.003 0.239
C 3.805657 2.975368 -0.297861 -4.755 0.621 -1.938 -0.177
C 2.395326 3.167476 -0.786872 -0.199 -0.129 1.224 -0.215
C 1.779594 4.424487 -0.075831 1.072 -0.491 0.816 -0.146
C 2.605741 5.719107 -0.281755 -1.050 0.629 -0.092 -0.144
C 1.997385 6.707898 -1.343060 1.339 -0.119 -0.304 -0.079
C 1.255905 6.002255 -2.471283 1.432 0.949 -0.583 -0.513
O 0.170703 5.558268 -2.411263 -1.887 -0.712 0.642 0.144
O 1.943632 5.912919 -3.690986 0.108 0.804 0.748 0.049
C 1.536659 1.931973 -0.332170 -0.916 0.744 -1.339 -0.149
C 0.301384 1.894142 -1.180558 3.990 -0.108 2.652 -0.181
N -0.640653 1.725752 -1.760546 -3.337 -0.367 -2.049 0.210
C 2.291391 0.585375 -0.247061 -1.236 1.105 -2.474 -0.275
O 2.635225 0.224204 0.801695 1.023 -1.036 2.953 0.212
C 2.586300 -0.360130 -1.459395 -0.033 0.036 -0.162 -0.371
F 1.536776 -0.450071 -2.300687 -0.331 0.640 -0.036 0.139
F 2.732473 -1.592217 -0.957897 0.473 -0.243 0.161 0.158
C 3.826586 0.012693 -2.329892 -0.251 -1.208 -0.031 -0.332
F 3.745591 -0.749920 -3.426595 -0.098 -0.052 -0.226 0.168
F 3.672584 1.287190 -2.746465 0.171 0.452 0.463 0.145
C 5.226180 -0.290921 -1.678123 0.957 0.938 -1.392 -0.362
F 5.715680 -1.398416 -2.269877 -0.086 -0.338 0.076 0.154
F 5.163676 -0.501994 -0.375603 -0.547 -0.030 0.470 0.175
C 6.320214 0.817742 -1.915866 -1.085 0.496 -1.363 -0.425
O 7.027399 1.083370 -1.039779 1.734 0.125 2.320 0.219
O 6.443589 1.456101 -3.128575 -1.090 -0.600 0.059 0.105
H 2.357277 3.341366 -1.871587 0.354 -0.464 0.259 0.154
H 1.826678 4.183189 1.004366 -0.094 0.122 -0.416 0.126
H 0.712254 4.512781 -0.326197 0.430 0.108 -0.200 0.120
H 3.658821 5.552774 -0.543722 -0.384 -0.344 0.180 0.108
H 2.592153 6.252618 0.682537 0.211 -0.165 -0.410 0.119
H 1.398098 7.490903 -0.858983 -0.288 -0.582 -0.279 0.128
H 2.852809 7.227173 -1.807309 -0.410 -0.098 0.192 0.119
H 1.459997 6.525198 -4.269748 0.154 -0.491 -0.280 0.121
H 1.197279 2.151120 0.693585 0.274 -0.317 -0.275 0.154
H 5.863079 2.234126 -3.064128 0.254 -0.070 -0.334 0.120
C -1.852941 0.469268 1.336643 0.093 0.006 0.010 -0.089
C -1.242383 -0.873751 0.951841 -0.098 0.211 0.152 -0.238
C -2.140302 -1.746990 0.072247 0.541 -0.021 -0.084 -0.162
C -3.491457 -2.236798 0.585375 0.162 0.061 -0.204 -0.081
N -3.574245 -3.361037 1.610790 -0.878 -0.429 0.412 -0.196
C -2.895244 -3.072979 2.931548 0.216 0.110 -0.044 -0.085
C -3.802858 -2.075655 3.617359 0.004 0.301 0.014 -0.137
C -5.205508 -2.589404 3.304313 -0.261 0.167 -0.013 -0.131
C -5.059295 -3.441416 2.041452 0.144 0.010 0.079 -0.080
C -3.226548 -4.739923 1.079655 0.424 0.087 0.155 -0.114
C -1.803827 -4.926572 0.555520 0.000 -0.231 -0.420 -0.214
C -1.750060 -4.982333 -0.974438 0.093 0.092 0.001 -0.094
H -2.796584 0.365185 1.874797 0.000 0.041 0.004 0.054
H -1.166400 1.016826 1.985215 -0.079 0.023 0.022 0.080
H -2.028656 1.078472 0.448908 -0.077 -0.031 0.018 0.063
H -0.899560 -1.400477 1.843416 0.012 -0.011 0.001 0.092
H -0.331385 -0.672862 0.381173 -0.059 -0.119 -0.061 0.094
H -1.534386 -2.565794 -0.304144 -0.129 -0.105 -0.024 0.083
H -2.366761 -1.153069 -0.820152 -0.193 -0.023 0.058 0.136
H -4.057509 -2.613745 -0.268627 -0.026 -0.039 0.085 0.138
H -4.057170 -1.396315 0.989314 -0.002 -0.103 0.128 0.131
H -2.867866 -4.007562 3.494505 -0.049 -0.047 -0.148 0.147
H -1.878359 -2.734716 2.777015 -0.001 -0.040 -0.086 0.112
H -3.669310 -1.074343 3.207135 0.119 -0.046 0.036 0.096
H -3.616165 -2.007926 4.687453 0.106 -0.079 -0.048 0.131
H -5.909668 -1.771412 3.157893 0.021 -0.040 0.011 0.123
H -5.586855 -3.198474 4.122425 0.001 -0.025 -0.051 0.122
H -5.680819 -3.115190 1.210722 0.103 -0.064 -0.034 0.135
H -5.282926 -4.482197 2.265998 0.107 0.002 -0.172 0.130
H -3.970990 -4.978336 0.318443 0.061 0.080 -0.041 0.141
H -3.380644 -5.419567 1.918260 -0.185 0.164 0.027 0.129
H -1.430243 -5.886252 0.918193 -0.053 0.085 0.155 0.120
H -1.119565 -4.177774 0.955954 -0.093 0.035 0.048 0.105
H -2.147040 -5.932215 -1.334969 0.002 0.023 0.025 0.086
H -0.721974 -4.894366 -1.326347 -0.048 -0.031 -0.047 0.087
H -2.337986 -4.189965 -1.441471 0.056 0.019 0.000 0.069

2.
66
Properties=species:S:1:pos:R:3:forces:R:3:lowdin_charge:R:1 method="wB97M-V/def2-TZVPD" max_force_ev_per_a=1.41 relative_energy_ev=0.000 homo_lumo_gap_ev=8.41
O 2.432113 0.272259 0.196359 0.343 -0.408 0.300 -0.291
P 1.432438 1.076443 -0.518071 -0.654 1.079 -0.619 0.643
C -0.177518 0.325370 -0.890202 0.514 0.101 0.174 -0.166
C -0.981858 -0.568440 -0.253358 0.263 0.277 0.202 -0.195
N -0.887935 -1.168488 0.978283 0.075 0.058 -0.006 -0.081
C 0.355383 -1.132060 1.711758 0.207 -0.313 0.306 -0.136
C 0.323652 -2.206362 2.799125 0.185 0.154 -0.206 -0.170
O -0.770465 -2.036759 3.671661 0.073 0.087 0.227 -0.120
C -1.978151 -2.104511 2.953445 -0.301 0.112 -0.247 -0.175
C -2.034360 -1.034605 1.863051 -0.218 -0.201 0.347 -0.110
C -2.132205 -0.883273 -1.121910 -0.543 -0.192 -0.356 -0.170
C -2.882039 -1.989889 -1.154659 0.090 0.378 -0.063 0.001
C -2.706144 -3.206800 -0.364594 0.035 -0.349 0.112 -0.239
C -1.443040 -3.771388 -0.192547 -0.124 -0.122 -0.069 -0.041
C -1.293899 -4.952564 0.509679 0.083 -0.057 -0.010 -0.090
C -2.398627 -5.586025 1.056482 -0.021 -0.044 0.048 -0.094
C -3.659280 -5.039514 0.880848 -0.050 -0.126 0.104 -0.089
C -3.813407 -3.866581 0.165604 0.105 0.134 -0.036 -0.044
C -2.233958 0.231340 -2.123061 -0.053 0.045 0.013 -0.118
C -0.785023 0.719423 -2.221403 -0.040 -0.063 -0.081 -0.176
N 1.064587 2.568358 0.178108 -0.077 -0.974 -0.271 -0.208
C -0.239618 3.007294 0.611346 -0.309 0.063 0.375 -0.172
C -0.380926 2.883992 2.132363 -0.233 -0.087 -0.289 -0.189
O 0.661950 3.548910 2.803735 0.000 0.189 0.062 -0.126
C 1.921193 3.039527 2.417021 0.255 -0.047 -0.194 -0.183
C 2.139295 3.201918 0.912668 0.302 0.185 0.276 -0.184
N 2.074043 1.546512 -1.995566 -0.219 -0.269 0.531 -0.213
C 1.748586 2.738520 -2.738281 0.229 0.386 -0.071 -0.191
C 3.021074 3.572479 -2.931314 -0.368 0.070 0.033 -0.192
O 4.033203 2.825291 -3.564168 0.038 0.025 -0.156 -0.131
C 4.356922 1.673897 -2.813997 -0.088 -0.356 0.080 -0.188
C 3.130588 0.780815 -2.614884 0.433 -0.123 -0.113 -0.177
H 1.180161 -1.328264 1.030736 0.018 0.071 0.080 0.110
H 0.518741 -0.148164 2.178311 0.060 -0.071 -0.043 0.111
H 1.221362 -2.146270 3.415689 0.001 -0.023 -0.103 0.130
H 0.267247 -3.197969 2.326295 0.048 0.060 0.037 0.118
H -2.089317 -3.098510 2.498292 -0.040 0.067 0.026 0.109
H -2.778328 -1.946479 3.678952 -0.010 -0.022 -0.100 0.131
H -2.018967 -0.042090 2.344986 -0.030 -0.047 -0.056 0.128
H -2.957634 -1.133043 1.294076 0.018 0.025 0.059 0.121
H -3.701498 -2.021039 -1.864351 -0.018 0.065 -0.116 0.124
H -0.583255 -3.288098 -0.630684 0.068 0.027 -0.045 0.121
H -0.311100 -5.386225 0.628082 0.077 -0.028 0.009 0.105
H -2.278452 -6.505638 1.609747 0.009 -0.075 0.037 0.102
H -4.525346 -5.533173 1.297023 -0.065 -0.039 0.033 0.102
H -4.799396 -3.445834 0.024845 -0.094 0.038 -0.034 0.114
H -2.874722 1.029564 -1.736475 0.025 0.037 0.015 0.124
H -2.640737 -0.098858 -3.077368 -0.038 0.011 0.017 0.118
H -0.269787 0.217759 -3.045352 0.050 0.083 -0.072 0.120
H -0.716540 1.793360 -2.389862 -0.005 0.037 -0.104 0.096
H -1.004304 2.404512 0.119301 -0.063 0.117 0.032 0.108
H -0.366011 4.061362 0.326791 -0.068 -0.079 -0.001 0.128
H -1.309296 3.344614 2.476234 0.003 -0.090 -0.045 0.129
H -0.378507 1.816821 2.408266 -0.049 0.106 -0.014 0.105
H 2.663155 3.601484 2.986208 0.023 -0.076 -0.053 0.128
H 1.991613 1.971619 2.673198 0.025 0.074 -0.011 0.124
H 3.078944 2.731837 0.618440 0.081 0.144 0.080 0.112
H 2.165928 4.270033 0.659652 0.069 -0.044 0.024 0.127
H 1.011206 3.320548 -2.185383 -0.008 0.042 -0.100 0.110
H 1.347386 2.470939 -3.726307 -0.048 0.055 0.062 0.125
H 2.829286 4.432505 -3.575887 -0.025 -0.003 0.093 0.126
H 3.373271 3.920353 -1.947232 -0.042 0.011 -0.064 0.121
H 5.134145 1.153793 -3.375905 -0.016 -0.015 0.085 0.126
H 4.749052 1.968450 -1.828532 -0.006 -0.045 -0.055 0.128
H 3.377448 -0.057261 -1.963769 0.078 -0.007 -0.100 0.111
H 2.797680 0.402270 -3.591539 0.045 -0.016 0.026 0.126

3.
65
Properties=species:S:1:pos:R:3:forces:R:3:lowdin_charge:R:1 method="wB97M-V/def2-TZVPD" max_force_ev_per_a=1.22 charge=+2 relative_energy_ev=0.818 homo_lumo_gap_ev=6.72
Pt -0.102320 1.143409 -0.237684 -0.791 0.761 0.489 0.687
C -1.815101 0.392241 -3.120107 -0.114 -0.095 -0.115 -0.287
P -0.652873 -0.231491 -1.891140 0.195 0.054 0.427 0.768
C 0.827406 -0.747937 -2.760689 0.040 -0.002 -0.128 -0.374
C 2.030686 -0.885252 -2.066426 0.036 -0.035 0.152 -0.122
C 3.165492 -1.324780 -2.727326 -0.019 0.007 -0.065 -0.060
C 3.108863 -1.620170 -4.084120 -0.003 -0.002 0.028 -0.045
C 1.916804 -1.483202 -4.778974 -0.001 0.010 0.032 -0.046
C 0.774971 -1.049958 -4.121596 0.074 -0.011 0.035 -0.064
C -1.453257 -1.727419 -1.268396 -0.079 -0.042 0.031 -0.354
C -2.745193 -1.629438 -0.745085 -0.089 -0.043 -0.134 -0.113
C -3.396815 -2.756009 -0.271020 0.082 -0.055 -0.009 -0.062
C -2.756040 -3.993648 -0.308694 -0.025 0.076 0.000 -0.064
C -1.476808 -4.097345 -0.836525 0.026 0.002 0.014 -0.060
C -0.826203 -2.968792 -1.321690 0.060 0.000 0.075 -0.073
H -2.127748 -0.417632 -3.779176 -0.006 -0.013 0.040 0.073
H -1.349732 1.186782 -3.697707 -0.025 -0.039 -0.077 0.028
H -2.696515 0.792667 -2.618558 -0.009 -0.015 -0.018 0.049
H 2.078596 -0.652757 -1.005567 -0.042 0.027 -0.099 0.082
H 4.094841 -1.437129 -2.188027 0.051 -0.011 0.030 0.114
H 3.995616 -1.960314 -4.599232 0.041 -0.011 -0.021 0.119
H 1.873379 -1.713468 -5.833551 -0.003 -0.010 -0.040 0.119
H -0.145055 -0.953181 -4.678869 -0.048 0.011 -0.029 0.105
H -3.257859 -0.674732 -0.723132 0.021 0.045 0.038 0.117
H -4.406014 -2.677741 0.107253 -0.049 0.007 0.027 0.120
H -3.267007 -4.876508 0.047521 -0.037 -0.058 0.014 0.119
H -0.990543 -5.060842 -0.892998 0.021 -0.049 -0.004 0.119
H 0.167525 -3.062811 -1.741180 -0.001 0.005 -0.025 0.112
C 0.812585 5.576273 0.781579 0.070 -0.048 0.047 -0.026
N 0.073576 4.458877 0.212797 -0.139 -0.214 -0.154 -0.019
C 0.121891 4.098888 -1.054102 -0.031 -0.025 -0.055 -0.760
N 0.877510 4.755541 -1.918421 -0.186 -0.089 0.019 0.169
S -0.895050 2.782074 -1.649467 0.409 0.433 -0.413 0.645
H 0.548009 5.663349 1.830248 0.005 0.014 0.009 0.102
H 0.545329 6.507038 0.279214 -0.002 0.005 0.009 0.105
H 1.886658 5.403188 0.704332 0.021 0.008 -0.017 0.100
H -0.568011 3.938765 0.796166 0.033 0.115 -0.019 0.125
H 1.435498 5.553256 -1.660470 0.019 0.051 0.026 0.122
H 0.886177 4.454122 -2.879507 0.005 0.013 0.040 0.120
O 2.588964 2.324458 -0.656377 0.010 0.085 0.039 -0.084
H 2.862462 2.001622 -1.521494 -0.035 -0.027 -0.094 0.048
H 3.326271 2.104714 -0.078135 0.091 -0.007 0.078 0.058
C 0.468367 -2.332911 1.842836 -0.179 0.054 -0.019 0.013
N -0.932998 -2.271423 2.356067 -0.036 -0.102 -0.045 -0.153
C -1.005579 -2.867281 3.724225 0.009 0.054 -0.234 0.026
C -1.540889 -0.875664 2.289059 -0.073 -0.170 -0.118 -0.092
C -0.613559 0.183993 2.768897 0.037 0.440 0.064 -0.288
C -0.517352 0.452828 4.129623 0.036 0.074 -0.008 -0.038
C 0.360265 1.419675 4.604673 -0.017 -0.063 -0.051 -0.051
C 1.150191 2.113726 3.707108 -0.045 0.092 -0.024 -0.068
C 1.049586 1.855973 2.342495 -0.146 -0.037 -0.111 -0.153
C 0.136142 0.920121 1.828381 0.548 -1.091 -0.082 -0.289
H 0.719538 -3.381316 1.705371 0.089 0.010 -0.016 0.112
H 1.116297 -1.867578 2.581105 0.038 -0.014 -0.051 0.115
H 0.519482 -1.785611 0.903720 0.041 -0.053 0.075 0.065
H -1.513573 -2.845095 1.735529 0.063 0.005 -0.013 0.141
H -0.436396 -2.232439 4.397219 -0.004 -0.045 0.033 0.099
H -0.568527 -3.861757 3.684515 -0.026 -0.013 0.070 0.112
H -2.047043 -2.917328 4.027026 -0.016 -0.021 0.071 0.113
H -2.466347 -0.943502 2.861311 0.009 0.084 0.006 0.143
H -1.771576 -0.703976 1.238924 0.028 -0.032 0.167 0.072
H -1.143774 -0.079371 4.834465 -0.050 -0.015 0.035 0.117
H 0.427545 1.619079 5.663793 0.005 0.008 0.055 0.117
H 1.852679 2.853618 4.066056 0.035 0.024 0.012 0.113
H 1.686527 2.411559 1.663937 0.080 -0.016 -0.001 0.062

E_LUMO values (in eV) by entry order: -2.31; 0.33; -6.63.